Here is a molecular structure, C36H26NO5P2STi in a non-equilibrium geometry from OMol25. Energies are from wB97M-V/def2-TZVPD.

Each line ends with the Mulliken spin population.
CARTESIAN COORDINATES (ANGSTROEM)
Ti -0.547 1.464 0.565  0.57
C 0.247 -0.031 3.441  0.03
P 1.316 0.408 1.994  -0.04
C 2.625 1.482 2.685  0.00
C 2.882 2.670 2.006  -0.01
C 3.861 3.540 2.467  0.01
C 4.583 3.234 3.609  0.00
C 4.329 2.053 4.297  0.00
C 3.358 1.181 3.830  0.00
C 2.241 -1.194 1.732  0.00
C 2.462 -1.544 0.401  0.00
C 3.118 -2.721 0.065  0.00
C 3.564 -3.574 1.064  0.00
C 3.344 -3.246 2.396  0.00
C 2.688 -2.068 2.722  0.00
C -1.003 -0.629 2.861  -0.02
C -1.752 -1.739 3.211  -0.01
C -2.761 -1.875 2.211  0.01
C -2.556 -0.840 1.318  0.00
C -3.156 -0.545 -0.030  0.01
P -1.692 -0.406 -1.172  0.00
C -2.358 0.161 -2.766  0.00
C -3.714 0.213 -3.073  0.00
C -4.143 0.737 -4.285  0.00
C -3.220 1.216 -5.202  0.00
C -1.865 1.170 -4.906  0.00
C -1.439 0.650 -3.694  0.00
C -1.361 -2.184 -1.416  0.01
C -0.644 -2.816 -0.397  0.00
C -0.354 -4.169 -0.481  0.00
C -0.765 -4.902 -1.587  0.00
C -1.475 -4.279 -2.605  0.00
C -1.775 -2.926 -2.517  0.00
N -1.495 -0.084 1.718  -0.01
H 0.065 0.911 3.967  0.01
H 0.715 -0.739 4.128  0.00
H 2.293 2.907 1.127  0.01
H 4.042 4.465 1.934  0.00
H 5.339 3.920 3.974  0.00
H 4.886 1.813 5.195  0.00
H 3.163 0.265 4.374  0.00
H 2.093 -0.882 -0.378  0.00
H 3.266 -2.973 -0.979  0.00
H 4.073 -4.496 0.808  0.00
H 3.678 -3.913 3.183  0.00
H 2.502 -1.846 3.766  0.00
H -1.583 -2.378 4.067  0.00
H -3.514 -2.646 2.135  0.00
H -3.683 0.413 -0.061  0.00
H -3.830 -1.347 -0.339  0.00
H -4.444 -0.136 -2.353  0.00
H -5.203 0.797 -4.499  0.00
H -3.555 1.653 -6.134  0.00
H -1.140 1.575 -5.601  0.00
H -0.382 0.659 -3.445  0.00
H -0.321 -2.245 0.467  0.00
H 0.203 -4.642 0.319  0.00
H -0.528 -5.957 -1.659  0.00
H -1.796 -4.847 -3.471  0.00
H -2.330 -2.442 -3.313  0.00
O -0.582 5.363 -4.138  0.00
C -0.583 4.575 -3.217  0.00
C -1.804 4.085 -2.462  -0.01
O -2.959 4.391 -2.703  0.01
C -1.288 3.157 -1.453  0.01
C 0.119 3.029 -1.570  0.01
O 0.780 2.197 -0.838  0.01
C 0.630 3.865 -2.647  -0.01
O 1.772 3.971 -3.070  -0.01
O -1.951 2.457 -0.618  0.02
S -0.264 3.853 3.116  0.28
C -0.421 2.758 1.922  0.12

Computed properties:
Spin multiplicity ... 2
⟨S²⟩ ... 0.760
Max |F| ... 0.02282 hartree/bohr
HOMO energy (alpha / beta) ... -0.3118 / -0.1302 eV
Calculated total energy ... -102012.0066 eV
Net charge ... -2
Relative energy (zero: lowest compared OMol25 entry of this formula, charge and spin) ... 2.0 kcal per mole